Entry 1:
Entry from the OMol25 dataset: a 3-piece molecular cluster, C19H39FO11S2 overall (ωB97M-V with the def2-TZVPD basis set).

Geometry (Å):
O 5.45603 0.62164 0.03185
C 4.62162 0.98787 -0.73738
O 4.62874 2.21496 -1.29520
C 3.40654 2.60834 -1.92735
C 2.41762 3.07134 -0.86191
C 1.15258 3.70264 -1.43704
S 1.46983 5.31800 -2.22477
C 0.02985 3.94112 -0.42516
C -0.34614 2.68597 0.33247
F -1.41041 2.97352 1.16462
C -0.78936 1.55066 -0.58124
S -0.06433 1.44359 -2.21977
O 0.96330 0.44817 -2.17357
O -1.11994 1.36222 -3.16717
O 0.65051 2.84119 -2.49820
H 3.76797 0.36438 -1.06668
H 3.67290 3.40099 -2.62164
H 2.99767 1.77981 -2.50665
H 2.90233 3.78719 -0.19619
H 2.15094 2.19220 -0.26892
H 2.80191 5.21958 -2.26719
H -0.84741 4.29470 -0.97316
H 0.34818 4.71448 0.27031
H 0.46123 2.36513 0.98952
H -1.86049 1.64187 -0.76058
H -0.58646 0.57720 -0.14045
C -4.11322 -0.10821 -5.98953
O -4.73876 -0.54285 -4.80470
C -3.96042 -0.25053 -3.65814
C -4.78791 -0.38474 -2.40110
O -5.62166 0.73366 -2.13978
C -6.84684 0.78471 -2.85225
C -7.93564 -0.08039 -2.25832
O -7.76146 -1.43368 -2.63060
C -8.56906 -2.30253 -1.87312
H -3.13521 -0.58497 -6.12550
H -4.75982 -0.38302 -6.82066
H -3.97006 0.97862 -5.98836
H -3.55390 0.76464 -3.72132
H -3.11339 -0.94912 -3.60199
H -4.09698 -0.42706 -1.55526
H -5.36323 -1.31335 -2.42202
H -6.70236 0.53559 -3.90621
H -7.17590 1.82335 -2.78114
H -8.91098 0.27907 -2.61705
H -7.91603 0.01695 -1.16473
H -8.31711 -2.25289 -0.80708
H -8.39090 -3.31334 -2.23428
H -9.63378 -2.06645 -1.99009
C 4.75219 0.83999 3.53384
O 4.31664 -0.47647 3.77864
C 4.37208 -1.27582 2.61031
C 4.25444 -2.74221 2.95727
O 5.45953 -3.31364 3.43920
C 5.76221 -3.09016 4.80577
C 5.02573 -4.00974 5.75375
O 3.70043 -3.56058 5.96403
C 2.90393 -4.53360 6.59594
H 4.13283 1.33238 2.77267
H 4.67021 1.39124 4.46890
H 5.79107 0.86123 3.18775
H 5.30798 -1.09854 2.07024
H 3.54114 -1.00178 1.94193
H 4.03108 -3.28140 2.03426
H 3.43224 -2.90056 3.65979
H 5.59098 -2.04784 5.08530
H 6.82843 -3.30510 4.90042
H 5.56259 -4.03639 6.71303
H 5.01900 -5.02535 5.33661
H 2.81756 -5.43805 5.98205
H 1.91415 -4.10462 6.73897
H 3.31295 -4.81519 7.57397

Kohn-Sham gap ... 9.50 eV
E ... -2471.09506 Ha
2S+1 ... 1
Net charge ... 0
SMILES string ... O=COCC[C@]1(S)C[C@@H](F)CS(=O)(=O)O1.COCCOCCOC.COCCOCCOC


Entry 2:
Entry from the OMol25 dataset: an isolated ion of composition C5H12N and charge +1 at a distorted geometry (ωB97M-V with the def2-TZVPD basis set).

Geometry (Å):
C 0.38098 0.89855 -1.50522
C -0.91636 0.23777 -1.35036
C -1.04893 -0.42224 0.08068
C -0.57674 0.09799 1.26029
C -0.23549 -0.71015 2.46786
N 1.44789 -0.02710 -1.00317
H 0.81328 1.09246 -2.50889
H 0.43253 1.88674 -0.95196
H -1.66841 0.98469 -1.46456
H -1.15705 -0.50699 -2.07362
H -1.66054 -1.33923 -0.00379
H -0.21265 1.16753 1.30665
H 0.83379 -0.91431 2.64454
H -0.62096 -0.22935 3.39052
H -0.85117 -1.63342 2.34797
H 1.48030 -0.92502 -1.48026
H 2.38423 0.40116 -1.19903
H 1.17532 -0.05906 0.04236

Kohn-Sham gap ... 10.03 eV
E ... -252.16304 Ha
2S+1 ... 1
Net charge ... +1
SMILES string ... C/C=C/CC[NH3+]


Entry 3:
Entry from the OMol25 dataset: a 2-piece molecular cluster, C4H4NO2S overall at a distorted geometry (ωB97M-V with the def2-TZVPD basis set).

Geometry (Å):
C -0.49214 1.60208 0.25627
C -1.14357 -0.78573 0.38307
C 1.56813 0.08552 0.17090
C -0.47797 0.29392 -0.33970
N -0.44348 2.62417 0.76113
O -1.38880 -1.90417 -0.32409
O -1.33953 -0.71628 1.57252
S -0.63630 0.18779 -2.09732
H 1.76558 -1.01240 0.16133
H 2.07826 0.74855 -0.47394
H 1.46727 0.63433 1.18397
H -0.95745 -1.75779 -1.25414

Kohn-Sham gap ... 7.33 eV
E ... -758.25896 Ha
2S+1 ... 1
Net charge ... -1


Entry 4:
Entry from the OMol25 dataset: a 15-piece molecular cluster, CH28O17 overall at a distorted geometry (ωB97M-V with the def2-TZVPD basis set).

Geometry (Å):
C -6.45400 25.32500 -5.17000
O -6.44200 23.92700 -5.18900
O -7.56600 25.94700 -5.32900
O -5.26100 25.87400 -5.13000
O -9.32600 25.89800 -3.38700
H -9.66500 25.02300 -3.41400
H -8.59100 25.89000 -4.02500
O -3.18800 26.90200 -4.09500
H -3.76000 26.34600 -4.61300
H -2.50400 27.31200 -4.68100
O -9.06200 23.37700 -5.52600
H -8.19200 23.78000 -5.34700
H -9.67200 24.08300 -5.72600
O -5.62700 26.67200 -2.62900
H -5.58200 26.36300 -3.56000
H -6.54900 26.66900 -2.44300
O -7.09800 23.59800 -2.63200
H -6.31900 23.61100 -2.11800
H -6.77700 23.85100 -3.49800
O -5.81700 21.37600 -4.81700
H -5.61300 21.27500 -3.88900
H -5.96100 22.30100 -4.95800
O -4.11400 23.47900 -3.85400
H -3.94000 22.64900 -4.29100
H -4.89400 23.92900 -4.28100
O -7.07100 28.42700 -5.48800
H -7.88200 28.64100 -5.10500
H -7.19200 27.44600 -5.45900
O -4.42900 29.22600 -4.59100
H -4.93500 29.29900 -3.74300
H -3.94700 28.42700 -4.39500
O -9.34000 25.99800 -7.20200
H -9.35000 25.28600 -7.81400
H -8.64400 25.90400 -6.58200
O -6.71300 24.03400 -7.82000
H -6.12100 23.27400 -7.95500
H -6.67500 24.00900 -6.85000
O -4.81800 27.59400 -6.88600
H -4.98200 26.93000 -6.19900
H -5.16900 27.15900 -7.72800
O -9.81700 28.38400 -4.62600
H -9.54900 27.49800 -4.57500
H -10.45900 28.40700 -3.95500
O -3.82600 24.39200 -6.82700
H -3.67400 23.45000 -6.90200
H -4.49000 24.47300 -6.15400

Kohn-Sham gap ... 8.52 eV
E ... -1334.06226 Ha
2S+1 ... 1
Net charge ... -2


Entry 5:
Entry from the OMol25 dataset: a single C6H11N molecule at a distorted geometry (ωB97M-V with the def2-TZVPD basis set).

Geometry (Å):
C -2.56258 0.09484 0.28940
C -1.29443 -0.38462 -0.31262
C 0.04033 0.14992 0.20936
C 1.25441 -0.72458 -0.09370
C 2.58362 -0.10476 0.29853
C 0.00684 1.38072 -0.55117
N 0.01588 2.34280 -1.18133
H -3.47617 -0.31347 -0.14119
H -2.62280 1.17540 0.19354
H -2.58510 -0.12526 1.35467
H -1.27014 -1.46675 -0.30773
H -1.23735 0.04771 -1.51493
H -0.00632 0.37892 1.27448
H 1.10933 -1.67023 0.43919
H 1.25553 -0.96463 -1.16209
H 2.61168 0.13110 1.36649
H 3.42444 -0.77293 0.08883
H 2.75284 0.82581 -0.24972

Kohn-Sham gap ... 12.02 eV
E ... -289.93718 Ha
2S+1 ... 1
Net charge ... 0
SMILES string ... CCC(C#N)CC


Entry 6:
Entry from the OMol25 dataset: a 2-piece molecular cluster, C3H11NOS overall at a distorted geometry (ωB97M-V with the def2-TZVPD basis set).

Geometry (Å):
C 1.20978 -1.22388 -0.19556
C 0.10792 -0.13249 -0.29955
C 0.25574 0.69534 -1.60577
S 0.52576 2.46541 -1.32318
N -1.21682 -0.67974 -0.09139
H 1.67853 -1.40934 -1.15990
H 1.94673 -1.03959 0.58012
H 0.75889 -2.19444 0.04429
H 0.34358 0.54265 0.52398
H -0.51510 0.47935 -2.35546
H 1.11249 0.31079 -2.16176
H 0.07206 2.56242 -0.07396
H -1.24838 -1.67656 -0.01826
H -1.92940 -0.35353 -0.72149
H -0.51023 0.02555 2.92481
H -1.72595 0.73687 2.79086
O -0.86560 0.89118 3.14223

Kohn-Sham gap ... 9.79 eV
E ... -649.05173 Ha
2S+1 ... 1
Net charge ... 0
SMILES string ... C[C@H](N)CS.O


Entry 7:
Entry from the OMol25 dataset: an isolated ion of composition C12H29O4P2 and charge +1 at a distorted geometry (ωB97M-V with the def2-TZVPD basis set).

Geometry (Å):
C -0.61170 -3.40475 2.69535
C -0.62626 -1.77937 2.42318
C 0.51367 -0.93609 3.24324
C 2.02143 -0.98911 2.60683
C 2.73180 -2.42221 3.09187
P 2.11079 -0.95872 0.70200
O 3.83614 -0.93809 0.27906
C 1.35059 0.58559 -0.12572
C 1.09444 0.16698 -1.72479
C 0.72036 1.44778 -2.67713
P -1.08186 1.46721 -3.32685
O -1.00364 1.61053 -4.93046
O -2.09410 2.70505 -2.61812
C -1.41696 4.01023 -2.56947
C -1.50915 4.56025 -1.01196
O -1.92091 -0.06533 -3.01630
C -2.40973 -0.04929 -1.61268
C -2.56446 -1.63335 -1.13706
H -0.65169 -3.91812 1.61854
H 0.31020 -3.79082 3.30355
H -1.59980 -3.79077 3.24260
H -0.66008 -1.55095 1.25741
H -1.67992 -1.39680 2.83353
H 0.59348 -1.43455 4.32511
H 0.10205 0.15697 3.44344
H 2.64327 -0.12185 3.12694
H 2.59999 -3.14782 2.15496
H 2.19572 -2.90110 4.01859
H 3.88326 -2.23120 3.25301
H 1.50188 -2.15033 0.12224
H 4.10168 0.03431 0.11618
H 0.36702 0.98255 0.37789
H 2.10731 1.50725 -0.18184
H 0.29675 -0.71735 -1.78320
H 2.11838 -0.32218 -2.09239
H 1.00218 2.46666 -2.13172
H 1.42549 1.41219 -3.63935
H -2.03918 4.79053 -3.21826
H -0.33322 4.01034 -3.01239
H -0.81120 5.49187 -0.86373
H -2.64652 4.79154 -0.73463
H -1.20426 3.66341 -0.28735
H -1.57350 0.40909 -0.92346
H -3.42225 0.52344 -1.46729
H -1.52929 -2.20700 -1.28508
H -2.89857 -1.74014 -0.01884
H -3.33963 -2.19649 -1.84543

Kohn-Sham gap ... 8.53 eV
E ... -1457.85397 Ha
2S+1 ... 1
Net charge ... +1


Entry 8:
Entry from the OMol25 dataset: a 2-piece molecular cluster, C2H7S2 overall (ωB97M-V with the def2-TZVPD basis set).

Geometry (Å):
S 3.73623 -0.51610 1.15941
H 4.00637 0.47025 0.29047
C -1.93743 -0.06252 -0.43842
C -0.53778 0.39176 -0.07281
S 0.51909 -1.06222 0.13874
H -2.36049 -0.66431 0.36356
H -1.89024 -0.64292 -1.35673
H -2.65301 0.75339 -0.59247
H -0.18898 1.02436 -0.88906
H -0.54738 0.96172 0.84967
H 1.85362 -0.65341 0.54764

Kohn-Sham gap ... 6.83 eV
E ... -876.80135 Ha
2S+1 ... 1
Net charge ... -1


Question: Which of these has the lowest Kohn-Sham gap?
Answer: C2H7S2


Question: Look up the Kohn-Sham gap of the fourth one.
Answer: 8.52 eV


Question: Which of these has the lowest E?
Answer: C19H39FO11S2


Question: What is the net charge in the fourth record?
Answer: -2